[1]
Formula: C5H11OS
Source: the Open Molecules 2025 dataset
Level of theory: the ωB97M-V functional and the def2-TZVPD basis

Summary:
Maximum force = 0.0162 Eh/bohr
E_tot = -670.5065 hartree
LUMO level = 3.21 eV
Relative energy (zero: lowest compared OMol25 entry of this formula, charge and spin) = 1.5773 eV
Orbital gap = 5.331 eV
SMILES = CSCCCC[O-]
Net charge = -1

```
18
Properties=species:S:1:pos:R:3:forces:R:3
C 2.9838 0.8350 0.2459 0.527 -0.025 -0.169
S 1.2307 1.0905 -0.0429 -0.070 0.241 -0.100
C 0.7165 -0.6197 -0.2811 -0.004 -0.835 -0.008
C -0.5653 -1.0130 0.4475 -0.184 0.627 0.303
C -1.8505 -0.5938 -0.2670 -0.209 -0.438 -0.155
C -2.2429 0.9045 -0.1883 0.422 -0.158 0.215
O -3.3897 1.1970 -0.7803 -0.316 0.080 -0.187
H 3.4097 1.8038 0.5085 -0.021 0.008 0.054
H 3.1807 0.1387 1.0586 -0.119 -0.012 0.199
H 3.5357 0.4687 -0.6263 -0.210 0.054 -0.067
H 1.5407 -1.2451 0.0817 -0.003 0.150 0.020
H 0.5740 -0.8863 -1.3322 0.178 0.344 -0.113
H -0.5352 -2.0951 0.5969 -0.050 -0.087 -0.015
H -0.5581 -0.5392 1.4430 0.026 -0.217 -0.093
H -2.6917 -1.1711 0.1391 0.009 0.108 0.034
H -1.8003 -0.8700 -1.3302 0.058 0.016 0.024
H -1.3438 1.4600 -0.5893 0.007 0.078 -0.070
H -2.1942 1.1350 0.9164 -0.041 0.068 0.127
```
Forces are in eV/Å.

***

[2]
Formula: C5H11OS
Source: the Open Molecules 2025 dataset
Level of theory: the ωB97M-V functional and the def2-TZVPD basis

Summary:
Maximum force = 0.0327 Eh/bohr
E_tot = -670.5444 hartree
LUMO level = 3.95 eV
Relative energy (zero: lowest compared OMol25 entry of this formula, charge and spin) = 0.5468 eV
Orbital gap = 6.866 eV
Net charge = -1

```
18
Properties=species:S:1:pos:R:3:forces:R:3
C 1.9670 0.2002 -2.2627 -0.230 0.408 0.864
C 2.7523 0.2828 -0.9226 0.566 0.277 -1.558
S 1.7499 0.7856 0.4721 -0.123 -0.263 0.322
H 1.5215 1.1836 -2.4371 -0.097 -0.091 -0.133
H 1.1506 -0.5188 -2.1278 0.096 0.047 -0.249
H 2.5869 -0.0614 -3.1252 0.078 -0.147 0.043
H 3.5568 1.0286 -1.0801 -0.143 -0.336 0.113
H 3.2444 -0.6915 -0.8365 0.043 -0.006 0.503
C -2.9711 0.5523 1.7274 -0.051 -0.784 0.298
C -2.0798 -0.6536 1.5645 0.243 0.640 -0.418
C -1.1924 -0.6752 0.5728 0.665 -0.727 0.300
O -0.2165 -1.6350 0.4292 0.045 0.628 0.218
H -2.6859 1.0542 2.6541 -0.124 0.247 -0.020
H -2.8550 1.2374 0.8891 -0.088 0.025 0.039
H -4.0140 0.2360 1.8301 -0.100 0.286 -0.086
H -2.0409 -1.3753 2.3740 0.007 -0.120 -0.178
H -1.1141 0.1265 -0.1565 -0.190 0.089 0.051
H 0.6401 -1.0763 0.4351 -0.598 -0.172 -0.109
```
Forces are in eV/Å.

***

[3]
Formula: C5H11OS
Source: the Open Molecules 2025 dataset
Level of theory: the ωB97M-V functional and the def2-TZVPD basis

Summary:
Maximum force = 0.0565 Eh/bohr
E_tot = -670.4058 hartree
LUMO level (spin up / spin down) = 0.86 / -1.72 eV
Relative energy (zero: lowest compared OMol25 entry of this formula, charge and spin) = 1.4555 eV
2S+1 = 2
Orbital gap (spin up / spin down) = 9.155 / 6.576 eV
Net charge = 0
Expectation value of S² = 0.756

```
18
Properties=species:S:1:pos:R:3:forces:R:3
C 0.9640 2.1268 0.1571 -1.353 1.344 2.189
O 1.6484 2.1138 -0.9675 0.173 0.034 -0.149
C -0.1389 1.0751 0.4144 -0.576 2.564 -0.238
C 0.1688 -0.2637 0.9622 -0.390 -1.669 0.142
C -1.1449 -1.0977 0.9059 0.502 -0.939 -1.552
S -1.2427 -2.1527 -0.6607 -0.664 0.016 -0.180
C 0.0594 -1.7160 -1.8802 1.249 1.103 2.161
H 1.5923 2.3166 1.0891 0.028 -0.385 -0.824
H 0.3638 3.1647 0.2925 1.128 -1.363 -0.799
H -0.7219 1.5040 1.2526 -0.188 0.296 -0.653
H -0.7736 1.1635 -0.5050 0.328 -0.827 0.722
H 0.4204 -0.1801 2.0233 0.288 0.132 -0.115
H 1.0210 -0.7579 0.4531 -0.579 0.009 0.358
H -1.2474 -1.9040 1.6418 0.283 0.530 0.135
H -2.0855 -0.5256 0.8678 0.693 0.195 0.332
H 0.6382 -0.8349 -1.4461 -0.911 -0.763 -1.006
H 0.7698 -2.5332 -1.6967 -0.163 0.120 -1.204
H -0.2912 -1.4987 -2.9035 0.152 -0.398 0.682
```
Forces are in eV/Å.

***

[4]
Formula: C5H11PS
Source: the Open Molecules 2025 dataset
Level of theory: the ωB97M-V functional and the def2-TZVPD basis

Summary:
Maximum force = 0.0678 Eh/bohr
E_tot = -936.5398 hartree
LUMO level = 0.21 eV
Relative energy (zero: lowest compared OMol25 entry of this formula, charge and spin) = 2.8391 eV
Orbital gap = 7.933 eV
Net charge = 0

```
18
Properties=species:S:1:pos:R:3:forces:R:3
C 1.0500 0.2708 -1.1497 0.304 1.602 0.739
C 0.9175 -1.1541 -0.4749 1.597 0.232 -2.807
C 0.9230 1.2268 0.1332 1.267 -0.035 -0.994
C 0.2842 -1.0166 0.8615 -1.737 0.624 -0.010
C 0.0975 0.4301 1.1407 -1.542 2.156 -2.263
P -2.3771 1.1265 0.4719 1.603 -0.915 1.547
S -2.7318 -0.6080 -0.6392 -0.961 -1.541 2.365
H 2.0575 0.4201 -1.6519 -1.299 -0.245 0.488
H 0.2364 0.6457 -1.8935 1.208 -1.300 1.199
H 0.2135 -1.6974 -1.1161 0.754 -0.586 -0.015
H 2.0016 -1.6233 -0.4081 -2.397 0.669 -0.334
H 1.9886 1.4168 0.6286 -2.010 -0.286 -1.046
H 0.4737 2.2101 -0.1662 0.569 -0.737 0.561
H -0.6642 -1.5765 0.8853 0.241 0.151 0.201
H 0.9438 -1.4312 1.5359 1.138 -1.012 2.073
H 0.2449 0.9767 2.0286 -0.472 -0.423 1.781
H -3.2012 0.5805 1.6080 1.058 0.488 -1.023
H -2.4580 -0.1970 -1.7942 0.678 1.157 -2.461
```
Forces are in eV/Å.

***

[5]
Formula: C5H11PS
Source: the Open Molecules 2025 dataset
Level of theory: the ωB97M-V functional and the def2-TZVPD basis

Summary:
Maximum force = 0.0624 Eh/bohr
E_tot = -936.4533 hartree
LUMO level (spin up / spin down) = -0.10 / -0.56 eV
Relative energy (zero: lowest compared OMol25 entry of this formula, charge and spin) = 5.1913 eV
Orbital gap (spin up / spin down) = 7.275 / 6.401 eV
Net charge = 0

```
18
Properties=species:S:1:pos:R:3:forces:R:3
C 1.4384 0.1269 -1.0230 -1.328 0.982 -1.215
C -0.7534 -1.3141 0.7925 -0.502 -1.914 1.355
C -0.3157 1.1004 1.3194 -1.084 2.710 -1.057
C -1.5506 0.6697 -0.7386 -2.929 0.351 -1.264
C -0.8683 0.1281 0.3957 1.839 -1.678 -1.757
P 2.9836 -0.4782 -0.5269 -0.165 -2.313 1.340
S 1.0772 1.0969 -2.2412 0.472 -0.337 0.234
H -0.6274 -1.4669 1.9256 -0.089 0.662 -1.441
H 0.0637 -1.9482 0.3723 -0.377 0.905 -0.017
H -1.6608 -1.9252 0.5829 0.263 0.625 -0.157
H -0.6830 2.1510 0.8789 1.447 -1.937 1.532
H 0.7596 0.9869 1.3716 0.054 0.406 0.551
H -0.8407 0.8947 2.2321 0.147 0.376 1.145
H -0.9867 0.9879 -1.6707 0.883 -0.192 0.641
H -2.3292 0.0035 -1.2918 0.912 1.023 1.453
H -1.9336 1.7003 -0.4108 -0.221 -1.503 -0.749
H 3.7122 -0.8003 -1.6768 -0.011 0.103 -0.494
H 2.5145 -1.9134 -0.2913 0.689 1.730 -0.101
```
Forces are in eV/Å.

***

[6]
Formula: C5H12
Source: the Open Molecules 2025 dataset
Level of theory: the ωB97M-V functional and the def2-TZVPD basis

Summary:
Maximum force = 0.0569 Eh/bohr
E_tot = -197.6544 hartree
LUMO level = 1.17 eV
Relative energy (zero: lowest compared OMol25 entry of this formula, charge and spin) = 1.4888 eV
Orbital gap = 11.675 eV
SMILES = CCC(C)C
Net charge = 0

```
17
Properties=species:S:1:pos:R:3:forces:R:3
C -1.6838 0.0891 0.6456 -1.653 1.393 -0.495
C -0.5346 -0.8124 0.7448 1.677 -2.394 -0.158
C 0.6163 -0.4139 -0.2737 0.456 0.090 -0.486
C 1.6620 0.4647 0.5175 -0.860 0.242 0.337
C 0.0636 0.2188 -1.6437 -0.275 0.504 2.221
H -2.6313 -0.2828 0.3132 -0.462 -0.790 -0.489
H -1.9556 0.5796 1.5703 0.284 0.189 0.395
H -1.4358 0.8556 -0.0784 -0.233 0.479 0.244
H -0.2767 -0.7426 1.7888 1.298 0.358 0.308
H -0.6874 -1.9264 0.7554 -0.564 0.907 -0.840
H 1.2581 -1.2537 -0.7244 -1.175 0.546 1.455
H 2.5987 0.5526 -0.0010 0.442 0.066 -0.416
H 1.8597 -0.0537 1.4614 0.140 -0.112 -0.187
H 1.3874 1.5018 0.8584 -0.339 -0.882 -0.720
H 0.5007 -0.2814 -2.4519 0.846 -0.460 -1.270
H 0.2665 1.2742 -1.6540 0.610 0.549 -0.257
H -1.0077 0.2305 -1.8282 -0.194 -0.684 0.358
```
Forces are in eV/Å.